Below is an isolated molecule of C4H4N2O, with properties calculated with ωB97M-V with the def2-TZVPD basis set.

```
11
Properties=species:S:1:pos:R:3
O 2.75 0.25 -0.04
C 1.61 -0.40 -0.07
C 0.25 -0.17 0.00
C -0.77 -1.12 0.13
N -2.06 -0.59 -0.06
N -1.93 0.85 -0.07
C -0.61 1.08 0.07
H 2.48 1.14 0.53
H 1.81 -1.45 -0.29
H -0.63 -2.14 0.22
H -0.50 2.25 -0.04
```

Calculated values
- Highest occupied orbital energy: -0.33971 hartree
- Molecular weight: 96.09 g/mol
- 2S+1: 1
- Energy: -9236.5642 eV
- Largest force on an atom: 5.74 eV/A
- SMILES string: OC=C1C=NN=C1


Below is a cluster of 3 separate species, C32H60ClN4O11S2 in total, with properties calculated with ωB97M-V with the def2-TZVPD basis set.

```
110
Properties=species:S:1:pos:R:3
C -4.01 5.87 2.19
C -4.84 5.15 1.12
C -4.05 4.12 0.30
C -4.12 2.70 0.87
N -4.32 1.67 -0.15
C -3.26 0.73 -0.36
C -3.82 -0.67 -0.62
C -4.59 -1.34 0.53
C -4.38 -0.74 1.92
C -4.90 -1.63 3.03
N -4.60 -0.96 4.29
C -3.24 -1.19 4.78
C -2.43 0.08 4.88
C -2.97 1.34 4.58
C -2.16 2.49 4.61
C -0.80 2.39 4.94
C -0.26 1.14 5.26
C -1.06 0.00 5.24
O -0.48 -1.23 5.50
N -2.67 -1.56 -1.01
C -1.83 -1.06 -2.15
C -0.88 -2.17 -2.61
C -0.31 -3.10 -1.53
C 0.86 -2.54 -0.72
C 2.15 -2.54 -1.52
C 3.36 -2.33 -0.64
O 3.25 -1.14 0.13
C 4.24 -0.17 -0.18
C 4.18 0.34 -1.61
C -1.27 0.29 -1.71
C -0.32 0.88 -2.74
C -0.08 2.38 -2.52
C 1.19 2.71 -1.77
Cl 0.00 3.18 -4.15
N -2.38 1.21 -1.43
O -3.05 1.56 -2.61
H -4.40 6.87 2.36
H -4.05 5.35 3.14
H -2.97 5.98 1.89
H -5.23 5.90 0.44
H -5.68 4.68 1.61
H -3.01 4.42 0.32
H -4.36 4.10 -0.73
H -3.21 2.50 1.44
H -4.94 2.63 1.59
H -5.21 1.21 -0.06
H -2.60 0.66 0.50
H -4.46 -0.62 -1.50
H -4.32 -2.39 0.56
H -5.64 -1.32 0.29
H -3.34 -0.52 2.12
H -4.93 0.19 2.00
H -4.47 -2.63 2.97
H -5.98 -1.74 2.94
H -5.28 -1.25 4.98
H -2.71 -1.84 4.09
H -3.25 -1.73 5.72
H -4.01 1.41 4.32
H -2.57 3.46 4.38
H -0.17 3.26 4.96
H 0.78 1.04 5.53
H -0.98 -1.66 6.20
H -2.08 -1.71 -0.19
H -3.04 -2.48 -1.27
H -2.53 -0.88 -2.96
H -0.05 -1.75 -3.16
H -1.42 -2.80 -3.32
H -1.10 -3.46 -0.86
H 0.06 -3.98 -2.03
H 1.01 -3.17 0.15
H 0.65 -1.53 -0.37
H 2.27 -3.50 -2.02
H 2.13 -1.76 -2.28
H 4.26 -2.34 -1.25
H 3.43 -3.17 0.06
H 5.23 -0.56 0.05
H 4.05 0.65 0.51
H 4.54 1.35 -1.68
H 4.71 -0.29 -2.31
H 3.14 0.38 -1.90
H -0.78 0.16 -0.75
H 0.64 0.37 -2.65
H -0.69 0.72 -3.74
H -0.92 2.85 -2.04
H 1.12 3.71 -1.36
H 2.05 2.68 -2.42
H 1.32 2.03 -0.93
H -3.69 0.89 -2.85
C 6.41 4.63 -3.94
C 7.54 4.09 -4.80
O 8.13 3.07 -3.98
S 7.02 2.36 -3.09
O 6.59 1.17 -3.72
O 7.44 2.36 -1.74
O 5.88 3.47 -3.29
H 6.78 5.32 -3.18
H 5.63 5.11 -4.52
H 8.29 4.83 -5.04
H 7.16 3.63 -5.71
C 4.40 -6.70 0.97
C 4.75 -7.98 0.23
O 4.25 -7.76 -1.09
S 4.41 -6.22 -1.48
O 5.60 -6.03 -2.23
O 3.16 -5.75 -1.96
O 4.65 -5.67 0.00
H 3.35 -6.68 1.25
H 5.03 -6.53 1.84
H 4.27 -8.86 0.65
H 5.83 -8.14 0.19
```

Calculated values
- Highest occupied orbital energy: -0.39404 hartree
- Molecular weight: 776.44 g/mol
- 2S+1: 1
- Net charge: +1
- Energy: -96823.5413 eV
- Largest force on an atom: 1.16 eV/A


Below is a structure of composition C29H42N3O2PdS2SbSi3Te, with properties calculated with ωB97M-V with the def2-TZVPD basis set.

```
84
Properties=species:S:1:pos:R:3
Pd 0.69 -1.74 0.91
C -1.15 3.10 0.10
Sb 0.12 1.34 -0.02
C -0.67 -0.05 1.39
C -2.15 -0.15 1.48
C -2.80 -1.40 1.46
C -4.16 -1.48 1.67
C -4.89 -0.31 1.89
C -4.19 0.88 1.88
N -2.87 0.97 1.69
Si -0.11 0.44 3.11
C -0.46 2.24 3.59
C 1.75 0.26 3.38
C -1.00 -0.63 4.37
C -0.55 0.71 -2.12
C -0.57 -0.80 -2.18
C 0.27 -1.56 -3.00
C 0.14 -2.94 -3.02
C -0.82 -3.54 -2.22
C -1.61 -2.72 -1.43
N -1.50 -1.40 -1.41
Si -2.27 1.20 -2.71
C -2.42 3.02 -3.23
C -2.67 0.17 -4.25
C -3.71 0.91 -1.54
Si 0.87 1.50 -3.10
C 2.54 0.73 -2.69
C 0.64 1.40 -4.99
C 1.02 3.35 -2.76
H -1.21 3.39 1.15
H -2.16 2.91 -0.25
H -0.68 3.89 -0.48
H -2.20 -2.28 1.32
H -4.65 -2.45 1.67
H -5.96 -0.32 2.05
H -4.71 1.82 2.04
H 0.14 2.94 3.00
H -0.20 2.39 4.65
H -1.51 2.50 3.44
H 2.32 0.69 2.55
H 2.02 -0.80 3.45
H 2.07 0.76 4.29
H -2.08 -0.47 4.34
H -0.65 -0.40 5.38
H -0.82 -1.69 4.16
H 1.03 -1.09 -3.60
H 0.81 -3.54 -3.63
H -0.92 -4.62 -2.16
H -2.35 -3.15 -0.77
H -1.90 3.24 -4.17
H -2.05 3.70 -2.47
H -3.48 3.23 -3.37
H -1.92 0.25 -5.03
H -3.64 0.47 -4.66
H -2.75 -0.89 -3.97
H -3.71 1.60 -0.70
H -3.70 -0.10 -1.13
H -4.65 1.06 -2.10
H 2.96 0.18 -3.54
H 2.50 0.04 -1.84
H 3.25 1.51 -2.41
H 0.56 0.37 -5.35
H 1.52 1.85 -5.47
H -0.24 1.95 -5.33
H 1.46 3.52 -1.77
H 0.08 3.90 -2.82
H 1.71 3.77 -3.50
O 4.55 1.01 0.95
S 4.90 -0.38 0.76
O 6.20 -0.65 0.20
N 3.73 -1.17 -0.09
C 3.17 -2.11 0.62
S 2.09 -3.27 -0.03
C 3.71 -2.24 2.03
C 3.34 -3.13 3.02
C 3.98 -3.03 4.25
C 4.95 -2.06 4.48
C 5.33 -1.17 3.48
C 4.69 -1.29 2.26
H 2.56 -3.86 2.84
H 3.70 -3.70 5.05
H 5.42 -1.99 5.45
H 6.09 -0.42 3.64
Te -0.16 -4.16 1.85
```

Calculated values
- Highest occupied orbital energy (alpha / beta): -0.04162 / -0.02765 hartree
- Molecular weight: 968.85 g/mol
- 2S+1: 1
- Net charge: -2
- Energy: -101938.0106 eV
- Largest force on an atom: 0.82 eV/A


Below is an isolated molecule of C4H8N2O2, with properties calculated with ωB97M-V with the def2-TZVPD basis set.

```
16
Properties=species:S:1:pos:R:3
C -0.05 1.99 0.14
C -0.99 -0.50 0.27
C 0.29 0.60 0.63
N -1.77 -0.44 -0.82
C 2.01 -1.10 -0.12
O 0.99 0.42 1.69
O -0.89 -1.69 0.84
N 1.30 -0.08 -0.33
H -1.49 -2.35 0.45
H -1.86 -1.25 -1.44
H -1.87 0.46 -1.28
H 0.82 2.62 0.31
H -0.89 2.38 0.72
H -0.28 2.00 -0.92
H 2.14 -1.56 0.86
H 2.54 -1.51 -0.98
```

Calculated values
- Highest occupied orbital energy (alpha / beta): -0.25338 / -0.25329 hartree
- Molecular weight: 116.12 g/mol
- 2S+1: 1
- Energy: -11348.7553 eV
- Largest force on an atom: 5.03 eV/A